one) Entry from the Open Molecules 2025 dataset: a cluster of 2 separate species, C3H10NO2 in total (wB97M-V/def2-TZVPD).

Results
<S²> = 0.76
HOMO level (alpha / beta) = -20.66 / -20.59 eV
2S+1 = 2
charge = +2
orbital gap (alpha / beta) = 9.709 / 6.011 eV

Atoms and positions in Å:
O  2.199  -1.942  1.134
C  1.596  -1.174  0.462
C  0.053  -1.278  0.360
N  -0.500  -0.048  -0.306
C  -2.025  0.128  -0.057
H  2.065  -0.341  -0.122
H  -0.150  -2.133  -0.297
H  -0.444  -1.442  1.315
H  0.027  0.762  0.080
H  -0.301  -0.105  -1.298
H  -2.337  -0.726  0.532
H  -2.503  0.029  -1.023
H  -2.183  1.092  0.407
H  2.163  2.367  0.048
H  1.103  2.610  -1.056
O  1.238  2.200  -0.180



two) Entry from the Open Molecules 2025 dataset: a cluster of 3 separate species, C3H10NO2 in total (wB97M-V/def2-TZVPD).

Results
<S²> = 0.75
HOMO level (alpha / beta) = -16.45 / -16.45 eV
2S+1 = 2
charge = +2
orbital gap (alpha / beta) = 5.422 / 1.949 eV

Atoms and positions in Å:
C  0.039  -0.287  -0.797
C  -0.998  -0.026  0.039
C  1.563  1.503  -0.358
N  1.007  0.666  -1.182
H  0.238  -1.285  -1.156
H  -1.203  0.944  0.496
H  -1.526  -0.797  0.576
H  2.329  2.221  -0.625
H  1.114  1.600  0.613
H  1.469  0.447  -2.068
H  -5.467  -1.207  1.620
H  -5.138  -2.530  0.818
O  -4.739  -1.759  1.270
H  3.453  -0.505  0.467
H  4.328  0.701  0.342
O  3.530  0.312  -0.055



Order of stability, best first: one), two)



one) Entry from the Open Molecules 2025 dataset: a cluster of 3 separate species, C5H14N2O in total (wB97M-V/def2-TZVPD).

Results
HOMO level = -7.84 eV
orbital gap = 8.761 eV

Atoms and positions in Å:
C  -1.581  0.044  -0.493
C  -1.480  1.468  -0.273
C  -0.879  -0.900  1.239
N  -1.021  -0.461  -1.674
H  -2.544  -0.407  -0.279
H  -0.999  -1.470  -1.719
H  -0.103  -0.082  -1.870
H  -1.437  2.077  -1.175
H  -0.361  1.691  0.241
H  -2.202  1.853  0.438
H  0.018  -1.120  1.800
H  -1.296  -1.859  0.932
H  -1.555  -0.381  1.915
C  2.093  -1.401  -0.544
C  1.099  1.612  0.864
O  1.776  -0.021  -0.491
N  1.392  0.327  0.811
H  2.904  -1.643  0.148
H  1.216  -2.009  -0.296
H  2.395  -1.602  -1.571
H  1.530  2.286  0.126
H  1.036  2.000  1.872



two) Entry from the Open Molecules 2025 dataset: a cluster of 2 separate species, C5H14N2O in total (wB97M-V/def2-TZVPD).

Results
HOMO level = -9.04 eV
structure (SMILES) = C=CC[C@H](N)CN.O
orbital gap = 9.957 eV

Atoms and positions in Å:
C  -2.749  -0.896  0.525
C  -1.385  -1.037  0.291
C  -0.581  -0.470  -0.773
C  0.689  0.131  -0.133
N  1.178  1.241  -1.070
C  1.900  -0.806  0.241
N  2.972  -0.154  0.987
H  -3.470  -0.611  -0.339
H  -3.126  -1.454  1.314
H  -0.859  -1.624  1.064
H  -0.295  -1.298  -1.451
H  -1.093  0.311  -1.347
H  0.411  0.667  0.879
H  1.111  0.809  -2.000
H  0.543  1.999  -0.997
H  2.301  -1.239  -0.675
H  1.527  -1.610  0.793
H  3.839  -0.777  0.935
H  3.273  0.680  0.427
O  -1.898  2.098  0.160
H  -2.681  2.600  0.328
H  -1.606  1.441  0.842



three) Entry from the Open Molecules 2025 dataset: the molecule C5H14N2O (wB97M-V/def2-TZVPD).

Results
HOMO level = -8.18 eV
structure (SMILES) = C[C@H](CO)[C@H](N)CN
orbital gap = 8.989 eV

Atoms and positions in Å:
C  1.056  0.615  -1.225
C  -0.223  0.232  -0.501
C  -1.263  1.644  -0.394
O  -2.435  1.255  0.317
C  -0.139  -0.335  0.871
N  0.457  0.477  1.886
C  0.839  -1.797  0.625
N  0.596  -2.695  -0.481
H  1.830  0.987  -0.549
H  1.471  -0.236  -1.771
H  0.863  1.395  -1.969
H  -0.857  -0.403  -1.124
H  -1.535  1.944  -1.411
H  -0.781  2.488  0.112
H  -3.043  2.010  0.340
H  -1.111  -0.703  1.206
H  -0.235  1.074  2.329
H  1.248  1.024  1.566
H  0.644  -2.340  1.555
H  1.893  -1.509  0.651
H  1.116  -2.406  -1.305
H  -0.389  -2.720  -0.727



Order of stability, best first: three), two), one)



one) Entry from the Open Molecules 2025 dataset: the molecule C5H14N2O (wB97M-V/def2-TZVPD).

Results
HOMO level = -9.04 eV
structure (SMILES) = CNC[C@H](N)CCO
orbital gap = 9.898 eV

Atoms and positions in Å:
C  1.311  0.266  2.099
N  1.612  1.160  0.903
C  1.491  0.266  -0.373
C  0.261  -0.363  -0.966
N  0.430  -0.821  -2.332
C  -1.101  0.431  -0.898
C  -1.896  0.210  0.597
O  -2.608  -0.977  0.352
H  0.596  -0.582  1.841
H  2.263  -0.177  2.475
H  1.043  0.904  3.152
H  0.856  1.847  0.819
H  2.004  0.757  -1.105
H  2.104  -0.623  -0.006
H  -0.170  -1.276  -0.295
H  0.282  -1.728  -2.495
H  0.132  -0.303  -3.144
H  -0.864  1.493  -0.951
H  -1.842  0.086  -1.690
H  -1.196  0.164  1.296
H  -2.788  0.862  0.760
H  -1.921  -1.595  -0.037



two) Entry from the Open Molecules 2025 dataset: a structure of composition C5H14N2O (wB97M-V/def2-TZVPD).

Results
HOMO level = -8.36 eV
orbital gap = 9.177 eV

Atoms and positions in Å:
C  -2.040  -1.113  0.170
C  -0.160  -1.688  -1.262
C  -0.191  0.920  1.875
N  -0.765  -0.655  -0.400
C  0.539  0.351  0.687
N  1.616  -0.345  0.777
H  1.928  -0.415  1.744
H  -2.718  -1.444  -0.618
H  -1.856  -1.928  0.873
H  -2.521  -0.289  0.698
H  0.102  -2.552  -0.651
H  -0.848  -1.957  -2.066
H  0.752  -1.290  -1.704
H  -0.602  0.107  2.480
H  -0.988  1.597  1.567
H  0.516  1.475  2.491
C  1.660  1.809  -1.159
O  0.514  1.624  -0.371
H  -0.882  0.187  -0.985
H  2.563  1.386  -0.686
H  1.841  2.882  -1.315
H  1.542  1.337  -2.146



three) Entry from the Open Molecules 2025 dataset: a cluster of 3 separate species, C5H14N2O in total (wB97M-V/def2-TZVPD).

Results
HOMO level = -8.80 eV
structure (SMILES) = CC=C(C)C.N=O.N
orbital gap = 8.373 eV

Atoms and positions in Å:
C  -2.956  0.938  -0.346
C  -2.024  0.216  0.602
C  -0.822  -0.224  0.206
C  0.010  -1.168  1.139
C  -0.498  -0.283  -1.220
H  -3.869  0.396  -0.379
H  -2.640  1.037  -1.401
H  -3.081  1.937  0.045
H  -2.454  0.071  1.618
H  0.535  -0.507  1.872
H  -0.682  -1.805  1.542
H  0.728  -1.754  0.520
H  -1.001  -1.173  -1.619
H  -0.804  0.613  -1.648
H  0.646  -0.394  -1.184
N  0.860  2.155  0.121
O  1.786  1.760  0.792
H  0.350  3.049  0.582
N  4.096  -1.239  -0.605
H  4.798  -0.874  0.146
H  3.692  -2.165  -0.330
H  3.332  -0.588  -0.453



four) Entry from the Open Molecules 2025 dataset: the molecule C5H14N2O (wB97M-V/def2-TZVPD).

Results
HOMO level = -8.41 eV
structure (SMILES) = NCNCCCCO
orbital gap = 9.378 eV

Atoms and positions in Å:
N  1.895  2.563  -1.138
C  0.488  2.837  -1.247
N  -0.414  1.742  -0.848
C  -0.093  0.780  0.191
C  -0.273  -0.656  -0.274
C  0.404  -1.687  0.658
C  -0.477  -2.545  1.547
O  -1.703  -2.978  0.951
H  2.135  1.710  -1.624
H  2.223  2.554  -0.182
H  0.302  3.068  -2.286
H  0.278  3.735  -0.649
H  -1.365  2.065  -0.907
H  -0.673  0.981  1.090
H  0.960  0.918  0.418
H  -1.316  -0.933  -0.334
H  0.188  -0.755  -1.243
H  1.164  -1.249  1.323
H  1.070  -2.346  0.084
H  0.036  -3.446  1.907
H  -0.771  -2.013  2.451
H  -1.622  -3.023  -0.013



Order of stability, best first: four), two), one), three)



one) Entry from the Open Molecules 2025 dataset: a structure of composition C5H14N2O (wB97M-V/def2-TZVPD).

Results
HOMO level = -8.37 eV
orbital gap = 9.377 eV

Atoms and positions in Å:
C  1.512  -0.424  0.246
N  1.098  0.775  -0.562
C  0.914  1.767  0.433
N  -0.639  2.751  0.210
C  0.948  -1.693  -0.416
C  -0.454  -2.030  0.117
C  -1.434  -0.871  0.123
O  -1.620  -0.374  -1.202
H  1.117  -0.458  1.264
H  2.600  -0.422  0.334
H  0.157  0.621  -0.944
H  0.509  1.578  1.415
H  1.445  2.700  0.287
H  -1.350  3.413  0.473
H  -0.553  2.828  -0.798
H  0.933  -1.567  -1.501
H  1.625  -2.538  -0.254
H  -0.381  -2.427  1.133
H  -0.869  -2.823  -0.509
H  -2.394  -1.198  0.537
H  -1.038  -0.056  0.741
H  -2.123  0.446  -1.128



two) Entry from the Open Molecules 2025 dataset: a cluster of 2 separate species, C5H14N2O in total (wB97M-V/def2-TZVPD).

Results
HOMO level = -9.00 eV
structure (SMILES) = [H]/N=C\CN.CCCO
orbital gap = 9.918 eV

Atoms and positions in Å:
H  -2.108  0.560  1.399
N  -1.834  -0.289  0.906
C  -0.711  -0.774  1.269
C  0.220  -0.257  2.321
N  1.581  -0.684  2.035
H  -0.404  -1.694  0.783
H  -0.081  -0.705  3.278
H  0.090  0.837  2.419
H  2.208  -0.407  2.782
H  1.910  -0.251  1.177
C  -1.518  -0.143  -1.950
C  -0.037  -0.190  -1.887
C  0.620  1.052  -0.957
O  1.975  0.813  -0.645
H  -1.894  0.710  -2.506
H  -1.906  -0.139  -0.747
H  -1.949  -1.071  -2.314
H  0.446  -0.041  -2.854
H  0.324  -1.109  -1.429
H  0.515  1.932  -1.604
H  0.116  1.301  -0.026
H  2.436  0.549  -1.449



three) Entry from the Open Molecules 2025 dataset: a cluster of 2 separate species, C5H14N2O in total (wB97M-V/def2-TZVPD).

Results
HOMO level = -9.13 eV
structure (SMILES) = CNC=O.CCNC
orbital gap = 9.885 eV

Atoms and positions in Å:
C  1.207  -1.189  1.289
N  2.180  -0.184  1.668
C  2.002  0.617  2.748
O  0.971  0.703  3.376
H  0.604  -1.435  2.164
H  1.720  -2.102  0.992
H  0.527  -0.814  0.531
H  3.112  -0.230  1.295
H  2.902  1.201  3.002
C  -2.784  0.702  -0.513
C  -1.763  -0.058  -1.343
N  -0.587  0.788  -1.594
C  0.545  0.014  -2.110
H  -3.665  0.083  -0.343
H  -3.070  1.621  -1.019
H  -2.364  0.948  0.466
H  -2.202  -0.297  -2.316
H  -1.508  -1.018  -0.871
H  -0.321  1.133  -0.674
H  1.425  0.650  -2.032
H  0.715  -0.917  -1.562
H  0.355  -0.213  -3.155



four) Entry from the Open Molecules 2025 dataset: a structure of composition C5H14N2O (wB97M-V/def2-TZVPD).

Results
HOMO level = -7.21 eV
orbital gap = 8.039 eV

Atoms and positions in Å:
C  -1.170  0.312  0.020
C  -0.887  1.765  0.341
C  -2.175  0.067  -1.083
N  -1.242  -0.499  1.137
H  0.083  -0.146  -0.488
H  -0.199  -0.851  1.382
H  -1.700  -1.382  0.922
H  -1.768  2.235  0.789
H  -0.624  2.327  -0.556
H  -0.068  1.846  1.056
H  -1.942  0.657  -1.970
H  -3.182  0.352  -0.757
H  -2.206  -0.989  -1.359
N  2.236  0.264  -0.709
C  1.362  -1.349  0.879
C  1.308  -0.812  -0.428
O  2.088  -0.691  1.861
H  2.406  0.129  1.450
H  2.004  0.776  -1.549
H  3.200  -0.041  -0.768
H  1.303  -2.417  1.047
H  1.173  -1.553  -1.217



Order of stability, best first: three), two), four), one)